No. 1
ORCA calculation (ωB97M-V with the def2-TZVPD basis set) on a molecular structure, C53H49N5O5P2Ti.

Multiplicity: 3
Molar mass, g/mol: 945.82
Net charge: 0
Relative energy (zero: lowest compared OMol25 entry of this formula, charge and spin), kcal per mole: 61.7
Highest occupied orbital energy (alpha / beta), Eh: -0.2218 / -0.3013

CARTESIAN COORDINATES (ANGSTROEM)
Ti (-4.480, -16.585, -12.577)
N (-3.647, -18.392, -13.622)
C (-2.737, -19.180, -12.696)
C (-3.420, -19.118, -11.370)
O (-3.288, -20.056, -10.598)
N (-4.102, -17.939, -11.141)
C (-5.174, -17.904, -10.180)
C (-6.529, -17.494, -10.815)
O (-7.551, -17.610, -10.198)
O (-6.427, -17.189, -12.034)
H (-4.422, -19.056, -13.810)
H (-3.313, -18.311, -14.558)
H (-1.751, -18.669, -12.753)
H (-2.615, -20.274, -12.908)
H (-4.969, -17.160, -9.357)
H (-5.332, -18.869, -9.705)
C (-0.612, -18.035, -16.553)
O (-0.601, -17.600, -15.164)
C (-1.612, -16.685, -15.032)
N (-2.532, -16.746, -15.924)
C (-2.133, -17.892, -16.794)
C (-2.486, -17.639, -18.284)
C (-2.507, -18.707, -19.191)
C (-2.896, -18.498, -20.505)
C (-3.205, -17.246, -20.988)
C (-3.110, -16.161, -20.087)
C (-2.708, -16.379, -18.770)
C (-1.409, -15.738, -13.989)
C (-0.183, -15.120, -13.831)
C (0.055, -14.262, -12.723)
C (-1.027, -13.757, -11.959)
C (-2.263, -14.393, -12.283)
N (-2.468, -15.490, -13.236)
C (-3.318, -14.292, -11.315)
N (-4.447, -14.943, -11.396)
C (-5.349, -14.487, -10.354)
C (-4.342, -13.703, -9.463)
O (-3.270, -13.344, -10.321)
C (-6.488, -13.622, -10.837)
C (-7.733, -13.824, -10.223)
C (-8.778, -13.031, -10.690)
C (-8.701, -12.132, -11.704)
C (-7.460, -11.944, -12.244)
C (-6.373, -12.661, -11.828)
H (-0.260, -19.027, -16.660)
H (-0.077, -17.445, -17.202)
H (-2.666, -18.815, -16.544)
H (-2.307, -19.710, -18.912)
H (-2.918, -19.331, -21.175)
H (-3.566, -17.152, -22.005)
H (-3.273, -15.146, -20.282)
H (-2.524, -15.615, -18.113)
H (0.808, -15.268, -14.395)
H (1.086, -13.917, -12.556)
H (-1.058, -13.021, -11.200)
H (-5.673, -15.359, -9.767)
H (-3.963, -14.257, -8.586)
H (-4.771, -12.835, -9.065)
H (-7.843, -14.724, -9.558)
H (-9.807, -13.380, -10.374)
H (-9.614, -11.646, -12.083)
H (-7.359, -11.281, -13.112)
H (-5.437, -12.580, -12.271)
C (-5.667, -13.706, -16.051)
C (-5.384, -15.181, -16.399)
P (-5.922, -16.294, -15.011)
C (-7.600, -15.941, -14.854)
C (-8.128, -15.251, -13.724)
C (-9.435, -14.796, -13.679)
C (-10.249, -15.118, -14.768)
C (-9.741, -15.765, -15.904)
C (-8.422, -16.198, -15.935)
C (-5.944, -18.009, -15.798)
C (-6.624, -19.130, -15.129)
C (-6.594, -20.377, -15.725)
C (-5.897, -20.543, -16.938)
C (-5.328, -19.482, -17.590)
C (-5.347, -18.204, -16.993)
P (-4.293, -13.068, -15.025)
C (-2.947, -12.873, -16.198)
C (-3.063, -12.918, -17.598)
C (-1.961, -13.004, -18.438)
C (-0.708, -13.073, -17.875)
C (-0.542, -13.047, -16.525)
C (-1.650, -12.999, -15.676)
C (-4.778, -11.263, -14.702)
C (-4.145, -10.574, -13.657)
C (-4.434, -9.283, -13.340)
C (-5.478, -8.648, -13.999)
C (-6.080, -9.267, -15.120)
C (-5.653, -10.513, -15.505)
H (-6.578, -13.509, -15.478)
H (-5.820, -13.219, -17.039)
H (-4.288, -15.417, -16.471)
H (-6.003, -15.533, -17.200)
H (-7.403, -14.911, -12.962)
H (-9.825, -14.196, -12.779)
H (-11.312, -14.832, -14.802)
H (-10.496, -15.989, -16.641)
H (-8.177, -16.670, -16.882)
H (-7.044, -18.929, -14.139)
H (-7.044, -21.156, -15.189)
H (-5.972, -21.500, -17.525)
H (-4.848, -19.633, -18.578)
H (-4.946, -17.382, -17.497)
H (-4.071, -12.997, -18.040)
H (-2.052, -13.102, -19.533)
H (0.183, -13.326, -18.502)
H (0.426, -13.192, -16.092)
H (-1.557, -13.155, -14.546)
H (-3.417, -11.136, -13.046)
H (-4.016, -8.793, -12.413)
H (-5.863, -7.715, -13.653)
H (-6.866, -8.804, -15.736)
H (-6.051, -10.928, -16.436)

Forces on atoms 1 to 6 (eV/Å):
-0.769 -0.938 -1.032
-0.730 -2.164 0.384
0.279 0.538 -1.396
0.058 0.971 1.712
-0.412 0.049 0.010
0.152 -0.692 -0.905

---

No. 2
ORCA calculation (ωB97M-V with the def2-TZVPD basis set) on a molecular structure, C53H49N8O3PRu.

Multiplicity: 6
Molar mass, g/mol: 978.07
Net charge: +1
Highest occupied orbital energy (alpha / beta), Eh: -0.3103 / -0.3826

CARTESIAN COORDINATES (ANGSTROEM)
Ru (-0.328, -0.756, -0.416)
O (-1.931, 2.106, 3.891)
C (-2.477, 2.803, 2.882)
C (-3.131, 3.994, 3.197)
C (-3.741, 4.742, 2.212)
C (-3.704, 4.327, 0.881)
C (-3.046, 3.163, 0.556)
C (-2.424, 2.384, 1.540)
C (-1.768, 1.141, 1.128)
O (-1.710, 0.848, -0.112)
N (-1.283, 0.345, 2.082)
N (-0.714, -0.746, 1.566)
C (-0.497, -1.798, 2.280)
C (0.100, -2.932, 1.625)
C (0.437, -4.106, 2.300)
C (1.013, -5.151, 1.609)
C (1.254, -5.003, 0.246)
C (0.881, -3.819, -0.361)
N (0.319, -2.809, 0.297)
H (-1.570, 1.266, 3.530)
H (-3.160, 4.302, 4.234)
H (-4.262, 5.653, 2.477)
H (-4.195, 4.907, 0.111)
H (-3.010, 2.817, -0.469)
H (-0.748, -1.804, 3.334)
H (0.238, -4.177, 3.361)
H (1.270, -6.073, 2.112)
H (1.713, -5.790, -0.334)
H (1.044, -3.669, -1.420)
C (-0.856, 2.122, -2.905)
C (0.198, 1.204, -3.452)
C (1.226, 1.737, -4.223)
C (2.175, 0.925, -4.821)
C (2.080, -0.449, -4.681)
C (1.071, -1.022, -3.922)
C (0.942, -2.517, -3.852)
C (0.148, -0.193, -3.259)
N (-0.823, -0.801, -2.421)
C (-1.999, -1.278, -2.850)
C (-2.400, -1.145, -4.294)
C (-2.846, -1.895, -1.902)
C (-4.163, -2.511, -2.289)
N (-2.442, -1.932, -0.642)
C (-3.130, -2.560, 0.409)
C (-2.899, -3.923, 0.676)
C (-2.195, -4.811, -0.313)
C (-3.406, -4.483, 1.842)
C (-4.166, -3.737, 2.726)
C (-4.476, -2.425, 2.409)
C (-3.990, -1.830, 1.251)
C (-4.493, -0.462, 0.878)
H (-0.919, 3.021, -3.518)
H (-0.612, 2.413, -1.885)
H (-1.829, 1.634, -2.882)
H (1.257, 2.810, -4.377)
H (2.961, 1.359, -5.426)
H (2.792, -1.096, -5.182)
H (1.923, -2.994, -3.856)
H (0.394, -2.886, -4.723)
H (0.391, -2.821, -2.964)
H (-1.666, -0.560, -4.845)
H (-3.365, -0.645, -4.385)
H (-2.483, -2.123, -4.772)
H (-4.431, -2.293, -3.318)
H (-4.956, -2.146, -1.633)
H (-4.118, -3.596, -2.164)
H (-1.652, -4.240, -1.063)
H (-2.928, -5.437, -0.827)
H (-1.500, -5.482, 0.192)
H (-3.207, -5.529, 2.049)
H (-4.553, -4.191, 3.629)
H (-5.129, -1.846, 3.053)
H (-5.534, -0.539, 0.556)
H (-3.920, -0.021, 0.068)
H (-4.469, 0.209, 1.737)
O (0.886, 1.405, 0.107)
P (2.048, 2.028, 0.814)
C (3.543, 1.478, -0.056)
C (3.561, 1.772, -1.443)
C (4.618, 1.302, -2.247)
C (5.507, 0.399, -1.755)
C (5.294, -0.187, -0.406)
C (4.476, 0.657, 0.496)
C (2.014, 3.820, 0.733)
C (3.187, 4.547, 0.928)
C (3.154, 5.929, 0.849)
C (1.955, 6.577, 0.580)
C (0.788, 5.851, 0.386)
C (0.813, 4.467, 0.461)
C (2.154, 1.514, 2.542)
C (2.343, 0.160, 2.816)
C (2.318, -0.287, 4.126)
C (2.058, 0.606, 5.157)
C (1.849, 1.950, 4.885)
C (1.916, 2.410, 3.579)
H (2.776, 2.386, -1.865)
H (4.714, 1.662, -3.263)
H (6.321, 0.013, -2.354)
H (6.199, -0.578, 0.051)
H (4.511, 0.469, 1.561)
H (4.116, 4.027, 1.136)
H (4.063, 6.498, 0.990)
H (1.935, 7.657, 0.519)
H (-0.140, 6.365, 0.173)
H (-0.087, 3.882, 0.309)
H (2.501, -0.535, 1.998)
H (2.488, -1.335, 4.345)
H (2.013, 0.252, 6.179)
H (1.625, 2.638, 5.689)
H (1.775, 3.463, 3.363)
N (5.558, -3.720, -0.438)
C (5.006, -2.714, -0.538)
N (4.419, -1.512, -0.617)
C (3.132, -1.361, -0.889)
N (2.017, -1.139, -1.072)

Forces on atoms 1 to 6 (eV/Å):
-1.238 0.383 -0.080
-0.050 0.198 0.161
0.045 -0.151 -0.062
-0.047 0.113 0.096
0.065 -0.086 -0.005
-0.005 0.054 -0.097

---

No. 3
ORCA calculation (ωB97M-V with the def2-TZVPD basis set) on a molecular structure, C53H51BBaF4NP4S.

Multiplicity: 1
Molar mass, g/mol: 1082.09
Net charge: +1
Highest occupied orbital energy, Eh: -0.3709

CARTESIAN COORDINATES (ANGSTROEM)
Ba (-0.120, -0.225, 0.083)
C (-8.496, 0.774, 0.385)
S (-6.946, 1.207, -0.456)
C (-6.850, -0.202, -1.630)
C (-5.502, -0.213, -2.337)
C (-4.404, -0.456, -1.301)
N (-3.041, -0.233, -1.794)
P (-1.924, -1.532, -1.808)
C (-2.917, -2.613, -2.917)
C (-3.740, -3.637, -2.463)
C (-4.577, -4.299, -3.345)
C (-4.603, -3.948, -4.684)
C (-3.771, -2.944, -5.149)
C (-2.929, -2.287, -4.270)
C (-2.073, -2.495, -0.242)
C (-1.259, -3.635, -0.236)
C (-1.207, -4.472, 0.862)
C (-1.989, -4.190, 1.974)
C (-2.785, -3.055, 1.992)
C (-2.811, -2.193, 0.903)
P (-2.339, 1.233, -1.172)
C (-3.452, 2.419, -2.028)
C (-3.568, 2.367, -3.415)
C (-4.422, 3.232, -4.069)
C (-5.165, 4.152, -3.344)
C (-5.046, 4.212, -1.966)
C (-4.188, 3.348, -1.307)
C (-0.923, 1.557, -2.276)
C (-0.159, 2.669, -1.916)
C (0.881, 3.096, -2.719)
C (1.166, 2.420, -3.896)
C (0.409, 1.319, -4.263)
C (-0.632, 0.891, -3.459)
H (-8.736, 1.602, 1.045)
H (-8.358, -0.139, 0.959)
H (-9.281, 0.651, -0.355)
H (-7.666, -0.094, -2.345)
H (-6.996, -1.119, -1.056)
H (-5.348, 0.745, -2.835)
H (-5.487, -1.006, -3.090)
H (-4.516, -1.486, -0.954)
H (-4.595, 0.223, -0.457)
H (-3.730, -3.923, -1.421)
H (-5.217, -5.085, -2.977)
H (-5.276, -4.450, -5.361)
H (-3.782, -2.666, -6.192)
H (-2.276, -1.511, -4.641)
H (-0.678, -3.876, -1.122)
H (-0.578, -5.351, 0.846)
H (-1.969, -4.852, 2.827)
H (-3.416, -2.852, 2.847)
H (-3.433, -1.307, 0.956)
H (-2.995, 1.640, -3.974)
H (-4.509, 3.183, -5.145)
H (-5.835, 4.821, -3.860)
H (-5.629, 4.924, -1.402)
H (-4.095, 3.383, -0.232)
H (-0.387, 3.200, -0.994)
H (1.457, 3.965, -2.434)
H (1.980, 2.752, -4.522)
H (0.624, 0.804, -5.186)
H (-1.223, 0.035, -3.755)
C (-0.029, -0.028, 4.647)
P (-0.370, 0.597, 2.933)
C (0.714, 2.062, 2.995)
C (2.044, 1.792, 2.673)
C (2.987, 2.801, 2.657)
C (2.611, 4.092, 2.993)
C (1.307, 4.356, 3.376)
C (0.355, 3.349, 3.381)
C (-2.117, 1.105, 3.010)
C (-2.601, 2.254, 2.390)
C (-3.960, 2.516, 2.379)
C (-4.858, 1.603, 2.904)
C (-4.387, 0.430, 3.470)
C (-3.029, 0.189, 3.531)
P (-0.157, 1.353, 5.929)
C (-1.985, 1.397, 6.133)
C (-2.700, 0.292, 6.584)
C (-4.065, 0.376, 6.772)
C (-4.731, 1.564, 6.512)
C (-4.024, 2.672, 6.076)
C (-2.655, 2.589, 5.895)
C (0.152, 0.443, 7.494)
C (-0.242, 1.132, 8.642)
C (-0.080, 0.571, 9.892)
C (0.494, -0.686, 10.015)
C (0.910, -1.364, 8.883)
C (0.750, -0.803, 7.625)
H (1.017, -0.350, 4.616)
H (-0.657, -0.888, 4.889)
H (2.342, 0.774, 2.442)
H (4.006, 2.578, 2.378)
H (3.340, 4.887, 2.972)
H (1.030, 5.355, 3.679)
H (-0.653, 3.568, 3.701)
H (-1.914, 2.945, 1.918)
H (-4.328, 3.438, 1.955)
H (-5.914, 1.808, 2.852)
H (-5.076, -0.297, 3.868)
H (-2.672, -0.726, 3.982)
H (-2.185, -0.634, 6.799)
H (-4.616, -0.484, 7.126)
H (-5.799, 1.627, 6.658)
H (-4.539, 3.602, 5.884)
H (-2.096, 3.458, 5.577)
H (-0.685, 2.115, 8.543)
H (-0.397, 1.110, 10.772)
H (0.622, -1.129, 10.992)
H (1.367, -2.338, 8.980)
H (1.095, -1.346, 6.757)
F (1.956, -0.878, 0.585)
B (2.253, 0.041, -0.475)
F (1.522, 1.208, -0.090)
F (3.545, 0.275, -0.633)
F (1.565, -0.467, -1.573)

Forces on atoms 1 to 6 (eV/Å):
-6.841 -1.809 1.388
0.495 -0.006 -0.303
-0.214 -0.137 -0.130
-0.136 0.294 0.231
0.022 0.077 0.174
-0.598 0.102 -0.177

---

No. 4
ORCA calculation (ωB97M-V with the def2-TZVPD basis set) on a molecular structure, C53H52CaCl3GeIN7O.

Multiplicity: 2
Molar mass, g/mol: 1149.00
Net charge: -2
Relative energy (zero: lowest compared OMol25 entry of this formula, charge and spin), kcal per mole: 109.5
Highest occupied orbital energy (alpha / beta), Eh: -0.0695 / -0.0720

CARTESIAN COORDINATES (ANGSTROEM)
Ca (2.073, 0.790, 0.677)
N (0.082, -1.658, -2.679)
C (0.269, -1.304, -1.375)
N (1.166, -0.293, -1.354)
C (1.546, -0.140, -2.626)
N (0.828, -0.905, -3.486)
C (2.418, 0.912, -3.097)
C (2.891, 0.967, -4.387)
N (3.639, 2.016, -4.760)
C (4.014, 2.916, -3.822)
C (3.673, 2.752, -2.497)
N (2.776, 1.798, -2.183)
H (-0.717, -2.246, -3.078)
H (-0.316, -1.706, -0.511)
H (2.700, 0.165, -5.032)
H (4.694, 3.700, -4.137)
H (4.019, 3.313, -1.607)
Cl (8.224, -2.238, -2.542)
C (7.147, -1.095, -1.710)
C (7.484, 0.219, -1.755)
C (6.582, 1.159, -1.256)
I (7.205, 3.169, -1.295)
C (5.316, 0.865, -0.596)
O (4.602, 1.673, 0.028)
C (4.986, -0.595, -0.717)
N (3.804, -0.931, -0.228)
C (3.503, -2.206, -0.118)
C (4.361, -3.252, -0.590)
C (5.578, -2.900, -1.073)
C (5.921, -1.543, -1.163)
H (8.344, 0.493, -2.354)
H (2.464, -2.424, 0.162)
H (4.102, -4.262, -0.460)
H (6.228, -3.718, -1.464)
C (1.339, -0.759, 2.330)
H (0.302, -1.137, 2.487)
H (1.771, -1.060, 3.315)
Cl (-3.296, 1.921, 2.715)
C (-2.079, 0.653, 2.937)
Cl (-2.061, -0.087, 4.552)
H (-1.099, 1.062, 2.666)
H (-2.197, -0.178, 2.251)
C (-6.575, -2.360, 0.984)
C (-6.347, -2.882, -0.267)
C (-5.094, -3.413, -0.500)
C (-3.999, -3.348, 0.427)
C (-4.347, -2.830, 1.679)
C (-5.595, -2.397, 1.957)
Ge (-2.171, -4.004, -0.037)
C (-2.248, -4.123, -2.062)
C (-1.273, -4.966, -2.613)
C (-1.042, -4.997, -3.962)
C (-1.679, -4.085, -4.872)
C (-2.522, -3.165, -4.301)
C (-2.852, -3.142, -2.952)
C (-2.604, -5.922, 0.298)
C (-1.596, -6.896, -0.041)
C (-1.612, -8.243, 0.330)
C (-2.827, -8.748, 0.867)
C (-3.863, -7.888, 1.220)
C (-3.707, -6.442, 0.965)
H (-7.557, -1.926, 1.112)
H (-7.014, -2.918, -1.073)
H (-4.725, -3.732, -1.413)
H (-3.667, -2.912, 2.457)
H (-5.833, -2.007, 2.945)
H (-0.659, -5.617, -2.030)
H (-0.413, -5.778, -4.282)
H (-1.413, -4.159, -5.882)
H (-3.008, -2.402, -4.895)
H (-3.561, -2.586, -2.534)
H (-0.742, -6.449, -0.509)
H (-0.821, -8.897, 0.081)
H (-2.926, -9.808, 1.143)
H (-4.756, -8.279, 1.583)
H (-4.580, -5.990, 1.143)
C (-3.464, 5.305, -0.383)
C (-2.816, 3.942, -0.372)
C (-3.423, 2.721, -0.755)
C (-2.725, 1.519, -0.673)
C (-3.431, 0.239, -1.071)
C (-1.526, 1.485, -0.099)
C (-0.898, 2.650, 0.422)
C (-1.646, 3.825, 0.311)
N (0.299, 2.506, 1.012)
C (0.810, 3.681, 1.858)
C (1.303, 4.947, 1.027)
C (1.844, 5.980, 1.982)
C (0.742, 6.342, 3.041)
C (0.405, 5.087, 3.880)
C (1.687, 4.558, 4.576)
C (2.715, 4.167, 3.463)
C (3.138, 5.444, 2.732)
C (2.020, 3.163, 2.523)
C (-0.192, 4.066, 2.955)
H (-3.851, 5.576, -1.371)
H (-2.726, 6.059, -0.200)
H (-4.234, 5.464, 0.286)
H (-4.440, 2.738, -1.185)
H (-4.512, 0.236, -1.013)
H (-3.158, -0.609, -0.453)
H (-3.413, -0.032, -2.162)
H (-1.168, 0.486, 0.133)
H (-1.154, 4.800, 0.592)
H (0.549, 5.439, 0.460)
H (2.131, 4.600, 0.378)
H (2.144, 6.879, 1.473)
H (-0.167, 6.764, 2.658)
H (1.180, 7.124, 3.709)
H (-0.378, 5.344, 4.632)
H (1.475, 3.616, 5.143)
H (2.224, 5.334, 5.193)
H (3.559, 3.735, 3.921)
H (3.851, 5.274, 1.935)
H (3.582, 6.197, 3.462)
H (1.848, 2.266, 3.070)
H (2.728, 2.834, 1.739)
H (-1.081, 4.528, 2.578)
H (-0.492, 3.129, 3.461)

Forces on atoms 1 to 6 (eV/Å):
0.192 0.508 -0.743
-1.371 -0.431 0.687
-0.103 0.903 -0.607
-0.748 -1.675 0.863
-2.471 -1.023 -1.478
1.264 0.453 0.536